A molecular structure, C21H30IrN2Si at a distorted geometry. Source: the OMol25 dataset; level of theory: ωB97M-V/def2-TZVPD.

The maximum force is 4.3 eV/Å. The total energy is -35936.2489 eV. The energy above the lowest of the compared OMol25 structures with the same formula, charge and spin comes out at 0.0 kJ/mol.

Structure (ORCA input):
```
! RIJCOSX wB97M-V def2-TZVPD def2/J DEFGRID3
* xyz 2 6
H -3.264 2.347 1.382
H 5.206 0.234 -2.902
C -1.026 2.172 1.156
H -1.331 -0.071 0.174
H -2.713 2.771 4.020
Si 0.259 0.250 -2.131
C 0.514 -2.516 3.895
H 3.333 -3.653 -3.016
C -0.763 -1.742 4.237
H 1.780 -0.734 1.327
H -3.520 3.634 -4.065
H 5.396 -2.246 -3.132
C 1.996 -1.978 -2.730
C -3.294 1.879 -2.814
H -2.799 0.085 -1.716
H -2.568 -1.396 3.268
C 1.881 -0.588 -2.591
H -0.906 2.008 0.094
Ir -1.303 0.635 2.607
H -1.106 -1.569 -0.739
H 1.293 -2.213 4.607
H 0.835 1.554 -2.513
H 0.340 -3.584 4.072
C 4.415 -1.781 -2.980
H 0.294 -2.609 1.730
H -0.535 -0.818 4.792
H -0.025 2.678 4.332
H 1.095 2.239 1.912
H 2.170 -0.666 2.939
H 1.920 -2.955 2.299
C -2.957 2.716 -3.887
H -1.460 -1.937 2.225
C -1.895 2.363 -4.733
H -1.435 -2.347 4.865
C 0.030 2.264 2.127
H -0.265 0.971 -5.085
H -1.688 2.968 -5.619
C -1.984 2.563 3.239
C -1.252 0.619 -3.173
C 3.058 0.201 -2.672
H 0.248 -1.010 0.250
C -2.283 2.340 1.846
N -1.579 -1.319 3.029
C -0.594 -0.670 -0.366
H -4.173 2.101 -2.203
H 0.667 -0.206 2.450
C -0.566 2.517 3.401
C 3.257 -2.568 -2.918
C -2.493 0.772 -2.509
C -1.081 1.265 -4.422
C 4.309 -0.391 -2.853
C 1.035 -2.347 2.483
H 1.096 -2.596 -2.679
H 2.988 1.289 -2.587
N 1.441 -0.923 2.279
*
```

***

2 unconnected molecules or ions with the total composition C12H17N at a distorted geometry. Source: the OMol25 dataset; level of theory: ωB97M-V/def2-TZVPD.

The maximum force is 11.7 eV/Å. The total energy is -14207.2444 eV. The energy above the lowest of the compared OMol25 structures with the same formula, charge and spin comes out at 298.4 kJ/mol.

Structure (ORCA input):
```
! RIJCOSX wB97M-V def2-TZVPD def2/J DEFGRID3
* xyz 0 1
H 0.860 1.657 0.125
C -0.754 -1.903 0.027
H 2.242 2.877 -0.526
C -1.036 0.267 2.020
H -3.004 1.850 -1.775
C -0.303 -0.959 2.349
H 0.071 -1.088 3.382
H 3.375 -1.054 -0.345
H 1.664 1.360 -1.468
H 3.529 -0.726 1.482
H -0.760 -2.760 -0.575
H -3.360 -0.695 -2.898
H 3.387 1.703 1.120
H -1.284 0.924 2.792
H 4.051 1.282 -0.377
H -2.653 2.092 0.669
C -2.481 1.109 -1.078
C -2.273 -0.956 -2.624
C -1.360 -0.665 -0.190
C 1.892 1.801 -0.481
C -2.050 -0.170 -1.403
H -2.435 -2.024 -2.120
C -1.549 0.381 0.749
C -0.144 -1.962 1.367
H 1.828 -0.736 0.770
H 0.351 -2.835 1.724
C 2.965 -0.455 0.501
N -2.165 1.527 0.213
H -1.665 -0.972 -3.612
C 3.063 1.129 0.183
*
```

***

3 unconnected molecules or ions with the total composition C4H16N2O2 at a distorted geometry. Source: the OMol25 dataset; level of theory: ωB97M-V/def2-TZVPD.

The maximum force is 4.2 eV/Å. The total energy is -11481.2508 eV. The energy above the lowest of the compared OMol25 structures with the same formula, charge and spin comes out at 166.0 kJ/mol.

Structure (ORCA input):
```
! RIJCOSX wB97M-V def2-TZVPD def2/J DEFGRID3
* xyz 0 1
N -0.967 1.306 -0.719
H -2.045 -0.309 3.014
H -1.438 0.699 -0.066
H -0.029 -1.064 -2.493
O -2.153 -2.474 1.386
H 3.412 1.407 1.166
H 0.972 1.523 -1.482
O -2.578 0.071 2.304
H 0.463 0.351 -3.466
C 0.246 0.718 -1.313
H 2.109 0.743 1.902
C 2.424 0.130 -0.078
H -0.885 2.247 -0.375
H -3.468 -0.058 2.666
H 0.254 -0.313 0.509
H -1.187 -0.023 -2.869
H 2.938 -0.811 0.251
H 0.855 -1.282 -0.727
C -0.132 0.044 -2.620
H -3.038 -2.532 1.032
N 2.449 1.123 1.030
C 1.004 -0.278 -0.298
H 3.115 0.543 -0.783
H -2.323 -1.759 2.028
*
```

***

A molecular structure, AsF6H28O14 at a distorted geometry. Source: the OMol25 dataset; level of theory: ωB97M-V/def2-TZVPD.

The maximum force is 1.2 eV/Å. The total energy is -106270.8305 eV. The energy above the lowest of the compared OMol25 structures with the same formula, charge and spin comes out at 73.9 kJ/mol.

Structure (ORCA input):
```
! RIJCOSX wB97M-V def2-TZVPD def2/J DEFGRID3
* xyz -1 1
F -1.326 -1.446 0.039
H 2.734 -3.026 0.167
O 0.123 0.501 4.727
As 0.110 -0.436 0.151
O -1.436 3.735 0.421
H -1.410 3.122 1.187
F -0.149 -0.189 1.887
H 1.343 4.629 0.079
H -1.206 3.424 -1.370
O 0.023 1.214 -4.351
H -0.271 -2.159 -4.287
H 0.867 1.662 -4.247
H -2.920 -2.355 0.711
O -0.985 2.228 2.577
H -1.923 3.129 -2.693
O 2.725 -2.147 -2.957
O 3.617 -3.413 0.101
H 2.160 -2.748 -2.463
H -3.827 1.261 0.066
H -0.456 -4.568 0.938
H -1.868 4.527 0.755
H 0.748 -3.627 0.981
H -0.948 1.297 2.301
H -0.951 -0.913 3.758
O -3.420 1.191 -0.802
H 0.655 0.127 5.438
H 2.899 -1.412 -2.343
H 4.488 -0.059 -1.245
H -0.662 0.848 5.170
H 3.094 0.288 -0.699
O -1.232 -1.832 3.843
F -0.920 0.928 -0.133
H -0.500 1.509 -3.591
O -3.818 -2.715 0.679
F 0.444 -0.767 -1.497
H -0.210 -0.710 -4.760
O 0.499 -4.549 0.814
H -2.484 1.439 -0.658
O 3.616 0.247 -1.518
H 1.411 3.111 -0.038
H -0.556 2.243 3.437
O -0.744 -1.519 -4.825
H -0.796 -2.285 3.115
F 1.022 -1.863 0.692
H -4.107 -2.721 1.597
O 1.899 3.875 0.293
H 4.179 -2.813 0.600
O -1.054 3.092 -2.277
F 1.523 0.644 0.230
*
```

***

10 unconnected molecules or ions with the total composition C27H49F3O36S9Si at a distorted geometry. Source: the OMol25 dataset; level of theory: ωB97M-V/def2-TZVPD.

The maximum force is 4.6 eV/Å. The total energy is -216031.9390 eV.

Structure (ORCA input):
```
! RIJCOSX wB97M-V def2-TZVPD def2/J DEFGRID3
* xyz 0 1
O 5.751 0.314 -3.682
H -4.639 -0.303 -2.634
H 0.883 1.834 4.602
O 6.342 1.679 -5.668
H 2.224 2.390 3.570
C 1.967 1.959 4.537
O -6.667 0.722 -0.361
C -6.015 0.453 0.883
C -7.156 -5.120 4.644
O -3.883 -3.237 -3.916
O -1.235 -3.564 6.264
H 1.259 1.807 -4.620
C 2.494 2.787 5.695
H 6.659 4.356 -8.392
O -8.280 -0.820 -1.411
S 2.879 0.395 6.250
H 1.384 4.972 -4.551
F -3.347 6.125 -0.747
H 7.742 3.815 -7.084
O 7.147 -0.650 -5.425
C 6.532 -1.674 -4.638
O -4.570 -4.451 -1.873
H 0.989 -3.609 4.941
S -3.591 -3.540 -2.353
C -0.554 2.902 -2.744
S -5.235 -3.668 5.298
H 4.495 -0.933 -4.717
C 3.405 3.824 -0.674
H -1.884 -0.087 8.505
H 6.261 -2.526 -5.259
O -3.938 -2.068 -1.783
H 2.545 1.967 0.390
C -3.989 -1.144 -2.873
H 0.380 -2.324 -4.549
O 0.938 -0.923 -3.118
O -8.027 -0.729 1.042
H 6.218 5.987 -6.641
O 0.486 -4.996 0.887
C -7.645 -3.683 4.683
H -0.450 0.301 7.522
O -4.711 -3.987 6.578
O -1.113 -2.735 8.590
H 1.979 6.309 -2.576
H 1.854 3.636 5.924
O 1.322 -6.160 2.898
C -4.499 -1.953 -4.050
O -2.191 -3.761 -2.200
S 4.397 3.135 -7.022
H 3.066 4.171 -4.359
H -6.216 1.288 1.560
C 2.228 5.215 -2.491
H 6.268 4.736 -5.374
O 1.413 -2.621 -1.443
C 3.641 4.950 -1.749
O 3.710 3.119 -8.271
O -6.695 -2.992 5.496
S -8.164 0.107 -0.335
C -1.993 6.163 -1.002
O 2.907 -4.882 1.500
O -5.732 -5.031 4.575
H -4.236 -1.502 -5.006
C -6.644 -0.830 1.392
H 3.510 3.140 5.498
S 1.316 -1.015 -1.547
H -0.545 2.466 -1.695
S 6.910 0.781 -4.708
C 2.077 4.393 -3.859
H -0.105 -1.271 9.674
O 2.619 -0.472 -1.360
O 4.607 4.677 -6.580
H 0.644 -1.781 8.143
C 1.321 -5.639 4.230
F -1.292 7.368 -1.069
O 4.274 0.163 6.396
O 0.184 -0.583 -0.795
O -9.090 1.167 -0.128
Si 1.212 2.737 -3.471
H -0.374 -4.305 4.035
C 0.811 -3.204 -2.604
C -1.266 4.960 -1.246
H -0.261 -3.307 -2.418
H -2.212 4.339 -3.095
H -4.940 0.357 0.737
O 3.948 2.394 -5.894
H -8.645 -3.595 5.103
H -2.973 -0.780 -3.053
C 6.703 3.990 -7.362
H 7.250 -1.993 -3.878
S 1.528 -4.940 1.855
C -0.300 -1.560 8.642
H 0.753 -6.286 4.897
H 2.025 2.078 -2.422
H -7.545 -5.664 3.784
C 1.079 -2.212 -3.721
H -0.533 5.136 -3.301
H -5.582 -2.087 -3.998
C 0.714 -4.255 4.109
C 6.001 4.944 -6.414
O -4.511 -2.896 4.341
H -7.628 -3.233 3.686
O 8.074 1.101 -3.949
H 3.937 5.909 -1.245
H 4.985 -1.529 -3.110
O 2.574 0.674 4.689
H -6.525 -0.952 2.467
S -1.939 -2.744 7.196
C 5.323 -1.008 -4.006
H 1.453 4.774 -1.779
C -1.139 4.384 -2.718
O 1.892 -0.502 6.757
H 4.382 4.597 -2.519
O 2.547 1.880 6.800
H -7.420 -5.653 5.561
O 1.221 -3.730 2.879
O -3.320 -2.925 7.484
O 5.955 2.778 -7.290
C 3.087 2.864 -0.004
H 1.238 -4.185 -2.807
F -0.643 4.356 -0.138
H 2.359 -5.588 4.572
O -1.688 -1.197 6.790
H 2.102 -2.302 -4.095
H -6.229 -1.703 0.879
H -1.224 2.215 -3.354
C -1.086 -0.505 7.885
*
```